{"formula": "C19H26ClN3O2", "method": "ωB97M-V/def2-TZVPD", "elements": ["C", "C", "C", "C", "N", "C", "C", "H", "H", "H", "H", "H", "C", "C", "C", "C", "C", "O", "C", "N", "C", "O", "N", "C", "C", "C", "C", "C", "C", "H", "H", "Cl", "H", "H", "H", "H", "H", "H", "H", "H", "H", "H", "H", "H", "H", "H", "H", "H", "H", "H", "H"], "xyz": [[0.23, 1.37, 1.34], [-0.56, 2.10, 0.26], [-2.07, 1.96, 0.44], [-2.58, 0.58, 0.01], [-3.79, 0.21, 0.72], [-4.97, 0.92, 0.24], [-6.07, 0.98, 1.29], [-5.66, 1.32, 2.23], [-6.53, 0.01, 1.44], [-6.84, 1.68, 0.97], [-4.66, 1.94, 0.01], [-5.36, 0.48, -0.69], [-4.00, -1.23, 0.73], [-2.89, -1.93, 1.44], [-2.53, -1.98, 2.75], [-1.31, -2.71, 2.81], [-1.02, -3.05, 1.52], [-1.97, -2.58, 0.68], [0.15, -3.75, 0.89], [0.60, -3.01, -0.27], [1.47, -1.96, -0.10], [2.17, -1.84, 0.88], [1.49, -1.11, -1.19], [2.24, 0.05, -1.36], [3.23, 0.46, -0.47], [3.92, 1.63, -0.69], [3.64, 2.41, -1.81], [2.66, 2.01, -2.71], [1.97, 0.84, -2.48], [1.21, 0.53, -3.19], [2.45, 2.62, -3.57], [4.51, 3.88, -2.08], [4.69, 1.95, 0.00], [3.44, -0.15, 0.39], [0.85, -1.31, -1.94], [-0.09, -2.94, -1.00], [0.98, -3.79, 1.61], [-0.11, -4.76, 0.58], [-0.74, -2.93, 3.68], [-3.06, -1.55, 3.57], [-4.94, -1.43, 1.26], [-4.09, -1.65, -0.29], [-1.82, -0.16, 0.26], [-2.73, 0.55, -1.09], [-2.33, 2.10, 1.49], [-2.57, 2.74, -0.14], [-0.26, 1.73, -0.72], [-0.29, 3.16, 0.30], [1.30, 1.50, 1.19], [0.03, 0.30, 1.34], [-0.02, 1.76, 2.33]], "mulliken_charge": [-0.915, -0.363, -0.789, 0.291, 0.405, -0.419, -1.379, 0.317, 0.339, 0.440, 0.379, 0.315, -0.922, 0.351, -0.522, -0.965, 0.727, -0.363, -0.970, -0.315, 0.625, -0.659, -0.033, 0.420, -0.436, -0.652, 0.348, -0.796, -0.400, 0.364, 0.399, -0.234, 0.402, 0.492, 0.202, 0.251, 0.409, 0.305, 0.494, 0.576, 0.415, 0.240, -0.409, 0.060, 0.375, 0.412, 0.097, 0.374, 0.258, -0.019, 0.478], "gap_ev": 8.84, "max_force_ha_per_bohr": 0.0164, "total_charge": 0, "smiles": "CCCCN(CC)Cc1ccc(CNC(=O)Nc2ccc(Cl)cc2)o1", "homo_energy_ev": -8.3, "e_above_lowest_ev": 1.495}